1.
Computed, not measured: 2 unconnected molecules or ions with the total composition C2H8OP2 in a non-equilibrium geometry, with ωB97M-V/def2-TZVPD.

Bonds (Å) are listed after each position.
Positions of all 13 atoms, in Å:
1 C -1.876 -0.796 -0.430  P5 1.846, H6 1.064, H7 1.103, H8 1.214
2 C 3.097 -0.360 0.093  O3 1.221, H9 1.077, H10 1.060
3 O 2.449 0.644 -0.162  C2 1.221
4 P -0.464 2.013 -0.061  P5 2.238, H11 1.388, H12 1.326
5 P -0.550 -0.106 0.654  C1 1.846, P4 2.238, H13 1.445
6 H -2.759 -0.212 -0.538  C1 1.064
7 H -1.502 -0.610 -1.450  C1 1.103
8 H -1.997 -1.963 -0.117  C1 1.214
9 H 4.138 -0.532 -0.121  C2 1.077
10 H 2.643 -1.138 0.653  C2 1.060
11 H 0.813 2.143 0.466  P4 1.388
12 H -0.222 1.776 -1.343  P4 1.326
13 H -1.280 0.326 1.823  P5 1.445

Output
highest occupied orbital energy (spin up / spin down) = -3.95 / -9.56 eV
LUMO level (spin up / spin down) = 0.541 / -2.379 eV
Kohn-Sham gap (spin up / spin down) = 4.4919 / 7.1850 eV
energy relative to the best compared isomer or geometry (same formula, charge and spin) = 210.58 kJ/mol
2S+1 = 3
net charge = 0

***

2.
Computed, not measured: 2 unconnected molecules or ions with the total composition C2H8OS in a non-equilibrium geometry, with ωB97M-V/def2-TZVPD.

Bonds (Å) are listed after each position.
Positions of all 12 atoms, in Å:
1 C -1.640 -0.261 -0.866  S2 1.827, H4 1.042, H5 1.068, H6 1.043
2 S -0.290 -1.075 -1.790  C1 1.827, H3 1.296
3 H 0.531 -0.074 -1.862  S2 1.296
4 H -2.181 0.308 -1.551  C1 1.042
5 H -1.287 0.380 -0.088  C1 1.068
6 H -2.356 -0.857 -0.398  C1 1.043
7 C 0.931 0.835 1.490  O8 1.399, H10 1.018, H11 1.098, H12 1.130
8 O 1.269 1.394 2.728  C7 1.399, H9 0.963
9 H 1.297 0.866 3.532  O8 0.963
10 H 0.153 1.264 0.993  C7 1.018
11 H 1.857 0.987 0.921  C7 1.098
12 H 0.723 -0.275 1.523  C7 1.130

Output
highest occupied orbital energy = -9.20 eV
LUMO level = 0.845 eV
SMILES string = CO.CS
Kohn-Sham gap = 10.0459 eV
energy relative to the best compared isomer or geometry (same formula, charge and spin) = 131.58 kJ/mol
net charge = 0

***

Please write out number 1 again, unchanged.
Computed, not measured: 2 unconnected molecules or ions with the total composition C2H8OP2 in a non-equilibrium geometry, with ωB97M-V/def2-TZVPD.

Bonds (Å) are listed after each position.
Positions of all 13 atoms, in Å:
1 C -1.876 -0.796 -0.430  P5 1.846, H6 1.064, H7 1.103, H8 1.214
2 C 3.097 -0.360 0.093  O3 1.221, H9 1.077, H10 1.060
3 O 2.449 0.644 -0.162  C2 1.221
4 P -0.464 2.013 -0.061  P5 2.238, H11 1.388, H12 1.326
5 P -0.550 -0.106 0.654  C1 1.846, P4 2.238, H13 1.445
6 H -2.759 -0.212 -0.538  C1 1.064
7 H -1.502 -0.610 -1.450  C1 1.103
8 H -1.997 -1.963 -0.117  C1 1.214
9 H 4.138 -0.532 -0.121  C2 1.077
10 H 2.643 -1.138 0.653  C2 1.060
11 H 0.813 2.143 0.466  P4 1.388
12 H -0.222 1.776 -1.343  P4 1.326
13 H -1.280 0.326 1.823  P5 1.445

Output
highest occupied orbital energy (spin up / spin down) = -3.95 / -9.56 eV
LUMO level (spin up / spin down) = 0.541 / -2.379 eV
Kohn-Sham gap (spin up / spin down) = 4.4919 / 7.1850 eV
energy relative to the best compared isomer or geometry (same formula, charge and spin) = 210.58 kJ/mol
2S+1 = 3
net charge = 0